(1)
Entry from the OMol25 dataset: a molecular structure, C10H29NNbO3 at a distorted geometry (ωB97M-V/def2-TZVPD).

XYZ file:
```
44
Properties=species:S:1:pos:R:3:forces:R:3
C -5.340168 0.049737 2.119513 4.08 -3.27 -1.16
C -4.195847 -0.607366 1.972400 -6.21 3.18 0.66
Nb -2.525430 -2.127921 1.462792 -0.10 1.32 0.43
C -0.984606 -0.688544 2.317410 1.28 0.60 0.70
C -0.357875 -1.105569 3.742868 1.09 1.65 0.06
N 0.169726 -2.509337 3.809941 0.79 0.24 0.01
H -6.439983 0.396736 2.071138 2.61 -0.60 0.25
H -2.338250 -1.303619 -0.159669 -0.12 0.21 -0.41
H -1.159058 -3.304003 1.082788 -0.19 0.11 0.07
H -2.725460 -2.842751 3.138573 -0.21 -0.12 0.21
H -3.781385 -3.293501 0.786112 -0.07 -0.35 -0.07
H -1.383078 0.402773 2.396464 0.51 -1.86 -0.09
H -0.096467 -0.626227 1.565914 -1.32 -0.14 1.13
H -1.062138 -0.867385 4.638262 0.84 -0.73 -1.70
H 0.562684 -0.406499 3.907174 -1.48 -0.88 -0.15
H 0.314884 -2.919812 2.874268 -0.44 0.52 0.51
H 1.119196 -2.508511 4.244097 -1.16 0.13 -0.44
C -2.056706 -0.954137 -3.538615 -0.25 -0.03 0.09
C -0.846672 -0.256251 -2.950319 0.07 -0.26 -0.34
O -0.034062 -1.192298 -2.252162 0.35 -0.09 0.12
H -2.644401 -1.432093 -2.750108 0.07 0.14 0.00
H -2.694233 -0.245445 -4.074167 0.00 -0.05 -0.04
H -1.749090 -1.744308 -4.231308 0.03 0.09 -0.09
H -1.157299 0.516410 -2.243400 0.11 -0.21 0.11
H -0.246358 0.214733 -3.735363 -0.30 0.04 0.14
H 0.243553 -1.867955 -2.885519 -0.13 0.18 0.20
C 3.900127 2.112229 5.488646 0.07 0.17 0.09
C 2.635489 1.528618 4.889463 0.32 -0.26 -0.01
O 2.921655 0.920305 3.637470 0.06 0.03 -0.13
H 4.337368 2.853807 4.814366 -0.11 -0.02 0.05
H 3.692860 2.588470 6.450420 0.08 -0.03 -0.01
H 4.653584 1.332654 5.637084 -0.07 0.00 0.10
H 1.894121 2.313034 4.722760 0.03 -0.17 -0.15
H 2.198820 0.776518 5.554197 -0.10 0.15 0.13
H 3.571316 0.221335 3.794257 -0.24 0.14 -0.08
C 1.736467 1.534772 -7.203356 0.01 -0.07 -0.19
C 0.741968 2.220058 -6.287110 0.39 -0.09 0.15
O 0.775060 1.626566 -4.995930 0.06 0.17 -0.09
H 1.509864 0.468403 -7.286259 -0.06 0.12 -0.01
H 1.717299 1.978380 -8.202119 0.07 -0.04 0.03
H 2.751232 1.614935 -6.802126 -0.03 0.10 -0.06
H -0.272204 2.119079 -6.679936 0.04 -0.04 0.21
H 0.970240 3.286425 -6.190074 -0.07 0.06 -0.20
H 1.673258 1.727554 -4.650837 -0.27 -0.06 0.00
```
Forces are in eV/Å.

- charge = -1
- E_tot (Ha) = -735.47316
- energy relative to the best compared isomer or geometry (same formula, charge and spin) (kJ/mol) = 127.2
- E_HOMO (eV) = -4.4
- gap between HOMO and LUMO (eV) = 6.75

---

(2)
Entry from the OMol25 dataset: 6 unconnected molecules or ions with the total composition C10H30BF4O10 at a distorted geometry (ωB97M-V/def2-TZVPD).

XYZ file:
```
55
Properties=species:S:1:pos:R:3:forces:R:3
B -0.299880 0.268331 0.697424 1.03 0.06 1.96
F -1.557479 0.500475 1.189884 -1.95 0.16 0.76
F 0.628433 0.643126 1.714430 0.32 0.47 0.34
F -0.113421 -1.081511 0.539130 0.02 -1.38 -0.84
F -0.107703 1.044916 -0.386626 0.44 0.69 -1.96
C -2.536677 -2.436290 4.304556 0.62 -1.01 -0.70
C -3.325398 -3.209811 3.272548 -1.66 0.68 -0.31
O -3.613145 -2.395922 2.141954 0.76 0.52 -0.41
O -1.163699 -2.440994 3.909439 -0.24 0.29 0.50
H -2.583103 -2.929866 5.275280 -0.04 0.17 0.07
H -2.948588 -1.427504 4.332351 -0.01 0.16 0.35
H -4.364397 -3.329521 3.579559 0.15 -1.07 0.93
H -2.841370 -4.122224 2.924270 0.06 -0.15 0.45
H -2.967395 -1.686485 2.177985 0.05 0.39 -0.82
H -1.082144 -1.845857 3.160597 0.42 0.17 -0.27
C -2.443527 4.763554 -4.804384 0.73 0.01 0.29
C -1.959957 3.903331 -3.573412 0.35 0.32 -1.88
O -1.366850 2.701236 -4.142202 -0.75 1.09 0.90
O -3.364923 4.075222 -5.619365 -1.25 -0.40 0.14
H -1.747825 5.032510 -5.599219 1.36 -0.17 0.92
H -2.800291 5.736779 -4.467245 -0.44 -0.04 0.35
H -2.788963 3.778811 -2.876738 -0.52 -0.80 -0.40
H -1.258116 4.416823 -2.916265 0.52 0.38 -0.50
H -0.943563 2.245298 -3.411080 0.07 -0.29 0.13
H -4.229901 4.486644 -5.555029 -0.05 -0.16 0.14
C 3.668814 -4.658762 0.586901 -0.26 -2.64 0.11
C 4.180294 -5.966968 1.233783 0.11 1.55 0.72
O 4.371528 -7.018886 0.330342 0.20 -0.34 -0.74
O 2.323190 -4.943034 0.191675 0.51 1.13 -0.04
H 4.351574 -4.538682 -0.254246 -0.19 0.66 -0.33
H 3.658200 -3.817075 1.279402 0.46 -0.07 0.04
H 3.473623 -6.310536 1.989205 0.05 0.23 0.23
H 5.131290 -5.656373 1.666492 0.19 -0.34 0.51
H 5.293424 -7.283306 0.372391 -0.11 -0.02 -0.11
H 1.940272 -4.075588 0.341747 -1.01 -0.11 -0.40
C -2.855094 4.667783 3.923964 0.29 0.20 0.14
C -1.843340 3.864554 4.756047 -0.66 0.48 0.09
O -0.501886 3.722638 4.280013 -0.69 0.88 0.40
O -3.229811 4.063210 2.720949 0.26 -0.20 -0.34
H -2.476107 5.682686 3.803762 0.54 0.13 -0.58
H -3.776122 4.872278 4.469825 -0.07 -0.53 0.61
H -2.281487 2.908486 5.042481 0.07 -0.24 -0.11
H -1.854908 4.498763 5.642456 0.80 -0.31 0.44
H -0.377809 3.054630 3.601809 -0.37 -0.31 -0.10
H -2.569549 3.378124 2.593219 -0.11 -0.25 -0.67
C 3.194257 -0.371619 -3.633863 -0.48 0.37 -0.52
C 3.436478 0.277161 -4.986209 -0.60 1.79 1.00
O 4.119594 -0.519361 -5.880005 0.58 -0.91 -0.86
O 4.328520 -0.942288 -3.108960 1.82 -0.68 0.71
H 2.434604 -1.148580 -3.719652 -0.62 0.24 0.19
H 2.987710 0.419459 -2.913007 -0.89 -0.14 -0.11
H 3.987967 1.201103 -4.812106 0.70 -0.18 -0.04
H 2.526177 0.691932 -5.419114 -0.54 -0.39 0.02
H 3.476272 -1.100690 -6.292073 0.06 -0.15 -0.13
H 4.662206 -1.642131 -3.675067 -0.05 0.04 -0.22
```
Forces are in eV/Å.

- charge = -1
- E_tot (Ha) = -1575.89649
- energy relative to the best compared isomer or geometry (same formula, charge and spin) (kJ/mol) = 265.9
- E_HOMO (eV) = -7.7
- gap between HOMO and LUMO (eV) = 10.21

---

(3)
Entry from the OMol25 dataset: a molecular structure, C10H30BaNO8 at a distorted geometry (ωB97M-V/def2-TZVPD).

XYZ file:
```
50
Properties=species:S:1:pos:R:3:forces:R:3
Ba 0.478037 0.339610 0.170773 -0.03 1.27 -0.94
N 1.459211 3.211756 -1.545480 0.84 -1.13 0.22
O 2.260162 3.161576 -0.579494 -0.38 0.00 0.11
O 1.590381 3.960882 -2.476123 -0.13 0.55 -0.12
O 0.543946 2.310762 -1.571587 -0.67 -0.23 0.10
C 1.803131 -2.421691 2.648672 -1.00 -0.33 -0.63
C 1.938975 -2.720781 1.167343 0.89 0.35 -0.70
O 0.802855 -2.326403 0.340716 -0.04 -0.79 0.94
H 1.654763 -1.357702 2.812701 0.49 0.06 0.29
H 2.636814 -2.872288 3.177794 0.15 0.34 0.16
H 0.884362 -2.887294 3.027188 0.15 -0.15 0.05
H 2.210075 -3.761739 0.983529 -0.39 -0.09 0.01
H 2.760805 -2.158141 0.712365 0.04 0.05 0.24
H 0.099301 -2.946046 0.571557 -0.11 0.03 -0.30
C 0.059688 0.581840 4.555810 -0.29 0.13 -0.35
C -1.139003 0.050647 3.758595 1.14 0.11 0.45
O -0.704343 -0.483707 2.472927 -0.37 0.06 0.51
H -0.286936 1.393758 5.195237 0.06 -0.19 0.26
H 0.815124 1.037053 3.910410 -0.04 -0.10 -0.11
H 0.523002 -0.203749 5.146316 0.11 0.07 0.06
H -1.834566 0.872591 3.625268 -0.31 -0.27 -0.35
H -1.572445 -0.767280 4.327710 -0.43 0.13 -0.05
H -1.012422 -1.393265 2.444898 0.00 0.00 -0.12
C 4.116060 -0.324374 -3.208695 -0.23 0.46 -0.16
C 2.813573 0.347174 -2.815279 0.39 0.05 0.35
O 2.001091 -0.537295 -1.978926 0.23 0.25 -0.36
H 3.895528 -1.220208 -3.792723 0.29 -0.13 0.11
H 4.751605 -0.520020 -2.347696 -0.14 -0.32 0.07
H 4.686496 0.359714 -3.840513 -0.10 -0.06 -0.12
H 2.256795 0.654977 -3.700033 -0.19 -0.06 0.08
H 3.018203 1.231743 -2.213801 -0.15 0.00 0.03
H 1.975768 -1.375517 -2.453652 -0.14 -0.11 0.21
C -4.298785 1.587345 1.639235 -0.12 -0.70 -0.28
C -2.970707 2.230892 1.335002 -0.24 0.53 0.77
O -2.163395 1.451707 0.461114 0.27 -0.11 -0.03
H -4.706795 1.149979 0.721488 -0.19 0.23 0.03
H -5.009103 2.306958 2.036695 -0.04 0.01 0.03
H -4.201381 0.752480 2.336878 0.03 0.08 0.07
H -2.418377 2.344491 2.269435 0.23 -0.03 -0.16
H -3.141468 3.253894 0.988577 0.25 -0.14 -0.48
H -2.647546 1.277338 -0.353935 0.04 0.10 -0.04
C -1.402638 -1.110955 -4.095892 -0.71 0.43 0.41
C -1.507099 0.002139 -3.060222 -0.34 0.04 -0.66
O -1.461925 -0.495825 -1.698609 0.28 0.22 -0.02
H -0.522256 -1.725148 -3.930696 0.10 -0.02 -0.21
H -1.425344 -0.648609 -5.082928 0.37 -0.11 -0.05
H -2.307854 -1.725649 -4.062102 0.18 -0.20 0.10
H -2.445068 0.548953 -3.210295 -0.01 -0.12 0.12
H -0.727564 0.748114 -3.210074 0.25 -0.17 0.53
H -2.128732 -1.184684 -1.609479 -0.02 -0.01 -0.10
```
Forces are in eV/Å.

- charge = +1
- E_tot (Ha) = -1080.92358
- energy relative to the best compared isomer or geometry (same formula, charge and spin) (kJ/mol) = 26.7
- E_HOMO (eV) = -11.4
- gap between HOMO and LUMO (eV) = 8.24

---

(4)
Entry from the OMol25 dataset: a molecular structure, C10H30CaFO5 at a distorted geometry (ωB97M-V/def2-TZVPD).

XYZ file:
```
47
Properties=species:S:1:pos:R:3:forces:R:3
Ca -15.505180 5.065250 -14.126400 4.69 7.60 13.36
F -17.188860 4.368500 -13.997440 2.64 0.40 2.01
C -20.454630 3.821850 -14.311050 -0.80 -1.07 -0.11
C -19.438420 3.031590 -15.111340 -1.23 -0.79 0.22
O -18.453810 3.871430 -15.570800 -2.98 -0.98 -2.65
H -21.067580 4.474910 -14.932260 0.17 0.10 -0.07
H -19.977050 4.379610 -13.505490 -0.51 -0.24 -0.78
H -21.127840 3.098030 -13.851740 -0.23 0.09 0.13
H -19.780560 2.480280 -15.987180 -0.94 0.38 -0.18
H -19.038550 2.190060 -14.545630 -0.01 0.34 0.74
H -17.783250 4.025550 -14.901320 -2.54 -1.29 -2.24
C -15.803950 0.549850 -15.255960 -0.20 0.53 -0.68
C -16.616980 1.817740 -15.148490 0.34 -2.37 -0.35
O -16.481120 2.155080 -13.791060 2.09 -0.07 -1.86
H -15.900810 0.167830 -16.272220 0.28 -0.33 0.08
H -16.196920 -0.152960 -14.521290 0.31 -0.09 -0.14
H -14.779940 0.852660 -15.037300 0.22 -0.61 0.03
H -17.644270 1.591880 -15.434450 0.09 -0.01 0.25
H -16.289030 2.552310 -15.883980 0.42 -0.62 0.52
H -17.045250 2.917630 -13.643130 2.19 -5.63 -2.81
C -16.252540 5.144060 -17.852820 1.23 -0.35 -1.06
C -16.545640 4.604550 -16.479150 -0.46 1.22 -3.41
O -15.388730 4.444800 -15.679040 3.40 -4.69 -11.67
H -15.373410 5.787300 -17.891000 -0.31 0.77 0.37
H -17.099310 5.588870 -18.375540 -0.05 0.19 0.52
H -15.900160 4.383290 -18.549350 -0.27 -0.64 0.15
H -17.072930 3.650710 -16.495420 0.39 1.03 -0.56
H -17.162020 5.340440 -15.962770 0.23 0.12 -0.11
H -14.778150 3.803240 -16.049440 0.26 -0.55 -0.71
C -19.674990 3.385780 -10.887060 -0.15 0.56 0.64
C -18.603730 4.034670 -11.753120 -1.27 0.53 1.01
O -17.939510 3.047350 -12.443290 -1.21 -1.55 2.15
H -20.584040 3.105870 -11.419390 0.22 0.04 -0.42
H -20.001220 4.114270 -10.144770 -0.02 0.02 0.14
H -19.357710 2.495710 -10.343730 0.38 0.09 -0.12
H -17.870010 4.630250 -11.209940 -0.01 0.08 0.81
H -19.057450 4.749480 -12.439630 0.11 -0.27 0.89
H -17.394250 3.486020 -13.100450 -3.30 2.08 5.75
C -20.109520 7.549590 -14.470290 -0.52 0.33 -0.14
C -18.870720 6.759960 -14.755950 -0.23 1.02 -1.15
O -18.433180 6.057500 -13.633030 -0.37 2.87 0.14
H -20.458640 8.105770 -15.340280 0.17 -0.15 -0.26
H -19.942890 8.319510 -13.716920 -0.04 -0.31 0.31
H -20.920740 6.871400 -14.205560 0.00 0.14 0.34
H -18.100160 7.436030 -15.126440 0.41 0.52 0.11
H -19.024940 6.093550 -15.604600 -0.43 -0.32 0.09
H -17.783930 5.429160 -13.957460 -2.15 1.86 0.71
```
Forces are in eV/Å.

- charge = +1
- E_tot (Ha) = -1552.01070
- energy relative to the best compared isomer or geometry (same formula, charge and spin) (kJ/mol) = 1384.9
- E_HOMO (eV) = -12.2
- gap between HOMO and LUMO (eV) = 7.35